C17H28CsN5 as an isolated structure, computed with ωB97M-V with the def2-TZVPD basis set.

Results
HOMO (eV): -6.555
Electronic energy (Ha): -958.399531
Energy above the lowest of the compared OMol25 structures with the same formula, charge and spin (kcal per mole): 0.0
Frontier orbital gap (Eh): 0.2273
LUMO level (eV): -0.37

Last column: Löwdin charge in e.
Cartesian coordinates (Å):
Cs  1.47063  -0.50767  -1.67435  0.84
C  -1.68590  0.87974  1.56061  -0.17
C  -0.42275  1.71822  1.38097  -0.22
N  0.80569  0.94468  1.21554  -0.10
C  1.40950  0.44229  2.44113  -0.22
C  1.29721  -1.06074  2.60988  -0.23
N  2.06826  -1.77328  1.60255  -0.08
C  2.19893  -3.20129  1.88115  -0.23
C  0.90295  -3.99134  1.77655  -0.19
C  0.35449  -4.26375  0.38493  -0.23
N  -0.27247  -3.11736  -0.27495  -0.10
C  -1.52981  -2.71053  0.34309  -0.23
C  -2.30429  -1.77486  -0.56875  -0.22
N  -1.78127  -0.41775  -0.62743  -0.08
C  -2.42516  0.54210  0.27420  -0.22
H  -2.38473  1.45176  2.17979  0.11
H  -1.46992  -0.02282  2.13957  0.09
H  -0.32108  2.40495  2.23461  0.11
H  -0.52627  2.34994  0.49523  0.11
H  1.46261  1.49591  0.68445  0.07
H  0.96853  0.93240  3.31905  0.12
H  2.46862  0.72826  2.46231  0.12
H  0.24741  -1.34581  2.52634  0.09
H  1.61134  -1.32670  3.63408  0.12
H  3.00099  -1.37344  1.58294  0.10
H  2.61291  -3.36996  2.88812  0.11
H  2.92519  -3.61646  1.17559  0.12
H  0.13136  -3.54350  2.40901  0.10
H  1.08770  -4.96653  2.23779  0.12
H  -0.35995  -5.09864  0.46343  0.11
H  1.16873  -4.61559  -0.25603  0.12
H  -0.49522  -3.40562  -1.22296  0.09
H  -1.32849  -2.20760  1.29122  0.09
H  -2.16397  -3.58006  0.58490  0.12
H  -3.36272  -1.77411  -0.27202  0.11
H  -2.28917  -2.19250  -1.58271  0.12
H  -1.81663  -0.06978  -1.57263  0.09
H  -3.43238  0.17987  0.52413  0.11
H  -2.57128  1.47184  -0.28231  0.11
N  -0.35682  7.28992  -4.44874  0.12
C  -0.09132  6.23059  -4.08605  -0.20
C  0.22910  4.90086  -3.61391  -0.27
C  1.46255  4.31752  -3.89046  -0.07
C  1.72871  3.04148  -3.40962  -0.20
C  0.83323  2.27782  -2.63171  -0.31
C  -0.39488  2.92704  -2.40461  -0.20
C  -0.71313  4.19991  -2.86775  -0.07
H  2.19008  4.86918  -4.47449  0.11
H  2.71195  2.64154  -3.66059  0.06
H  -1.17560  2.43270  -1.82202  0.04
H  -1.67350  4.65719  -2.65909  0.11